# 1
Computed, not measured: an isolated ion of composition C9H12NS and charge +1 in a non-equilibrium geometry, with ωB97M-V/def2-TZVPD.

The calculation puts the max |F| at 0.08337 hartree/bohr. The calculation puts the energy relative to the best compared isomer or geometry (same formula, charge and spin) at 2.889 eV. As for the highest occupied orbital energy: -12.828 eV. The SMILES is C#C[C@H]([NH2+]CC)c1ccsc1. The net charge is +1.

```
23
Properties=species:S:1:pos:R:3:forces:R:3
C -1.151 -0.168 -3.021 -1.3 -1.7 -2.9
C -0.623 0.034 -1.992 1.0 0.5 1.6
C 0.183 0.166 -0.819 -0.5 -2.3 0.1
N -0.512 -1.019 0.241 1.6 3.7 -1.4
C 0.511 -1.474 1.151 1.0 -0.8 2.4
C 0.999 -2.886 0.885 -3.3 0.5 0.6
C 0.081 1.460 -0.212 -0.4 1.6 2.3
C -1.119 2.034 0.305 -0.3 0.2 -1.7
C -0.983 3.350 0.627 -1.2 -0.5 1.5
S 0.603 3.884 0.550 1.0 -0.8 0.0
C 1.086 2.317 0.050 1.6 0.3 -0.8
H -1.485 -0.683 -3.912 -0.2 0.8 0.3
H 1.167 -0.282 -1.057 -0.2 0.6 0.6
H -0.648 -1.716 -0.450 -1.5 -0.9 -0.5
H -1.305 -0.440 0.630 0.7 -1.6 -0.5
H 1.426 -0.914 1.228 0.1 1.3 -0.9
H 0.124 -1.312 2.149 -0.2 -0.6 0.4
H 0.261 -3.619 1.138 -0.8 -0.4 0.2
H 1.222 -3.072 -0.101 0.7 0.0 -2.6
H 1.808 -3.171 1.431 2.5 -0.2 1.7
H -2.043 1.544 0.124 -1.0 -0.2 0.4
H -1.698 3.933 1.201 -0.1 0.1 -0.7
H 2.094 2.035 -0.149 0.7 0.4 -0.2
```
Positions in Å, forces in eV/Å.


# 2
Computed, not measured: one molecule with the formula C9H12O2P2 in a non-equilibrium geometry, with ωB97M-V/def2-TZVPD.

The calculation puts the max |F| at 0.10302 hartree/bohr. As for the highest occupied orbital energy: -9.011 eV. The SMILES is C#C[C@@H]1C[C@@H](C#C)O[P@](=O)(PC)C1. The net charge is 0.

```
25
Properties=species:S:1:pos:R:3:forces:R:3
C -2.804 -0.538 -1.314 3.5 0.5 -0.8
C -1.643 -0.330 -1.590 -0.7 0.1 -0.3
C -0.296 0.066 -2.073 1.3 -0.6 -0.7
C 0.864 -0.987 -1.719 -1.9 -0.1 0.6
C 0.654 -1.307 -0.167 2.8 1.3 -1.5
C 1.538 -2.399 0.147 0.4 -2.2 0.4
C 2.330 -3.301 0.294 -3.6 3.9 -0.5
O 1.250 -0.209 0.586 -0.1 -1.3 -0.4
P 0.548 1.182 0.439 -0.3 2.1 -1.3
O 1.580 2.154 0.809 -0.2 1.1 0.6
P -1.273 0.813 1.673 -0.5 0.8 0.9
C -0.666 1.432 3.402 -1.4 1.3 -2.7
C 0.147 1.409 -1.421 -0.6 -2.2 1.6
H -3.744 -0.883 -1.157 -2.2 -0.6 0.6
H -0.371 0.104 -3.199 0.1 0.4 1.1
H 0.871 -1.913 -2.321 -0.7 0.3 0.4
H 1.857 -0.580 -1.930 -0.2 0.3 0.5
H -0.373 -1.259 0.109 -0.9 -1.2 0.1
H 3.040 -3.982 0.329 2.8 -2.8 0.3
H -2.190 1.918 1.350 1.0 -0.7 0.0
H -1.122 2.401 3.617 0.6 0.1 -0.3
H 0.379 1.418 3.436 1.6 0.3 0.1
H -1.051 0.804 4.110 -0.9 -2.0 1.7
H 1.030 1.828 -1.804 1.6 0.0 -0.6
H -0.556 2.160 -1.604 -1.5 1.1 0.2
```
Positions in Å, forces in eV/Å.


# 3
Computed, not measured: a 2-piece molecular cluster, C9H12O3S2 overall, with ωB97M-V/def2-TZVPD.

The calculation puts the max |F| at 0.01750 hartree/bohr. The calculation puts the energy relative to the best compared isomer or geometry (same formula, charge and spin) at 0.000 eV. As for the highest occupied orbital energy (alpha / beta): -7.622 / -7.758 eV. The net charge is 0.

```
26
Properties=species:S:1:pos:R:3:forces:R:3
C 0.463 -1.975 0.802 0.7 0.3 -0.5
C 1.107 -1.026 0.079 -0.2 -0.6 0.3
C -0.886 -1.762 1.276 -0.3 0.3 0.2
C -1.560 -0.489 0.939 -0.3 -0.2 0.4
C 0.457 0.221 -0.292 -0.4 0.1 -0.7
C -0.842 0.492 0.125 0.1 0.0 -0.5
C 3.192 -2.153 0.083 0.1 -0.2 0.1
C 0.625 2.027 -1.847 -0.2 0.6 -0.4
C -2.549 2.079 0.597 -0.5 0.1 0.1
O 2.376 -1.097 -0.368 -0.2 0.2 0.0
O 1.214 0.993 -1.085 -0.1 -0.3 0.7
O -1.325 1.745 -0.020 0.6 -0.2 0.1
S -1.084 -0.607 2.713 0.0 0.1 0.4
S -2.476 -0.484 -2.016 0.4 0.1 0.2
H 0.930 -2.910 1.059 0.2 -0.1 0.0
H -1.498 -2.645 1.412 -0.1 0.1 -0.1
H -2.636 -0.495 0.821 0.2 -0.1 -0.1
H 3.218 -2.192 1.178 0.0 0.0 -0.1
H 4.189 -1.932 -0.295 -0.1 -0.1 0.0
H 2.862 -3.117 -0.313 0.0 0.0 0.0
H -0.312 1.694 -2.297 0.1 0.0 0.0
H 1.347 2.259 -2.631 -0.1 0.0 0.1
H 0.445 2.918 -1.240 0.0 -0.2 -0.1
H -2.521 1.876 1.670 0.0 0.0 -0.1
H -3.385 1.545 0.137 0.1 0.0 0.0
H -2.669 3.147 0.422 0.0 -0.1 0.1
```
Positions in Å, forces in eV/Å.


# 4
Computed, not measured: a 2-piece molecular cluster, C9H12S overall in a non-equilibrium geometry, with ωB97M-V/def2-TZVPD.

The calculation puts the max |F| at 0.11119 hartree/bohr. The calculation puts the energy relative to the best compared isomer or geometry (same formula, charge and spin) at 2.791 eV. As for the highest occupied orbital energy (alpha / beta): -7.459 / -8.985 eV. As for the spin multiplicity: 3. The net charge is 0. Its expectation value of S² is 2.03.

```
22
Properties=species:S:1:pos:R:3:forces:R:3
C 1.078 -0.031 1.035 -0.9 -0.5 -1.4
C 2.537 0.124 1.106 1.1 0.9 -0.8
C 0.292 0.349 -0.187 2.3 -2.4 0.4
C -0.538 1.351 -0.294 -1.0 0.8 0.4
C 0.688 -0.477 -1.359 2.6 -1.3 4.9
C 1.760 -1.498 -0.786 -0.5 0.9 0.3
C 1.902 -1.241 0.720 1.1 4.4 -3.1
C -1.437 2.162 -0.357 -0.1 1.3 0.0
C -3.542 0.221 0.403 -2.3 1.1 0.0
S 3.293 1.339 -0.074 3.3 -2.5 1.4
H 0.469 0.017 1.850 -1.1 0.2 2.7
H 3.075 0.296 2.047 -0.7 -0.6 -0.1
H -0.014 -1.043 -1.750 -4.1 -2.4 -1.8
H 0.992 0.171 -2.056 1.8 2.1 -3.0
H 1.482 -2.534 -0.739 -0.7 -0.5 -1.1
H 2.604 -1.377 -1.438 1.0 -0.2 0.3
H 2.134 -2.002 1.332 0.3 -2.5 2.2
H -1.658 3.185 -0.380 -0.8 0.8 -0.2
H -3.712 0.861 1.288 0.5 -0.6 -0.4
H -2.641 -0.372 0.325 -0.4 0.0 -0.3
H -4.380 0.407 -0.363 1.9 -0.8 0.9
H 2.222 1.828 -0.419 -3.4 1.7 -1.2
```
Positions in Å, forces in eV/Å.


# 5
Computed, not measured: a 2-piece molecular cluster, C9H13BF7O5 overall in a non-equilibrium geometry, with ωB97M-V/def2-TZVPD.

The calculation puts the max |F| at 0.05578 hartree/bohr. As for the highest occupied orbital energy: -1.767 eV. The net charge is -1.

```
35
Properties=species:S:1:pos:R:3:forces:R:3
O 0.952 -1.516 -1.735 2.1 -0.9 -1.8
C 0.287 -0.953 -0.958 -2.3 0.3 1.1
C -1.220 -0.848 -1.133 0.1 0.7 1.1
C -1.682 0.617 -1.057 0.0 -0.4 -0.6
C -3.128 0.786 -1.566 1.1 -0.1 0.1
C -4.156 0.619 -0.469 -0.3 0.6 -1.3
F -3.731 -0.121 0.540 0.5 -1.0 0.8
F -4.389 1.845 0.038 -0.2 0.8 0.5
C -5.549 0.068 -0.942 0.7 0.2 0.5
F -6.460 1.000 -0.881 -1.1 1.3 0.1
F -5.935 -0.916 -0.171 -0.3 -1.2 0.8
F -5.537 -0.366 -2.183 0.4 -0.6 -1.3
O 0.738 -0.387 0.202 -0.3 0.4 -0.4
C 1.913 0.372 0.101 0.3 0.8 0.1
F 2.979 -0.400 -0.001 0.5 -0.8 -0.4
F 2.012 0.995 1.280 -0.3 0.4 0.9
B 1.943 1.528 -1.023 0.2 0.2 -0.5
O 1.122 2.630 -0.928 -0.6 -0.7 -0.1
O 2.816 1.401 -2.061 -0.6 -0.4 -0.2
H -1.677 -1.425 -0.328 -0.1 -0.1 0.0
H -1.513 -1.256 -2.095 0.2 -0.3 -0.1
H -1.054 1.152 -1.768 0.0 0.3 0.0
H -1.512 1.058 -0.080 -0.1 0.0 0.1
H -3.208 1.801 -1.941 -0.4 0.1 -0.1
H -3.259 0.109 -2.406 -0.3 -0.1 0.1
H 0.773 2.864 -1.797 0.2 0.4 0.2
H 2.509 1.937 -2.804 0.6 0.1 0.0
C 3.931 -1.319 2.831 0.3 -0.2 -0.6
C 5.071 -1.832 3.743 -0.7 0.4 0.1
O 4.794 -1.611 5.037 0.4 -0.2 0.1
H 3.781 -0.243 2.949 0.0 0.0 0.2
H 4.170 -1.507 1.773 0.0 0.0 0.0
H 2.988 -1.828 3.052 0.0 0.0 0.2
H 6.005 -1.349 3.340 0.1 0.2 0.1
H 5.226 -2.906 3.440 -0.1 -0.2 0.1
```
Positions in Å, forces in eV/Å.